{
  "formula": "C31H36N4O4RuS",
  "method": "ωB97M-V/def2-TZVPD",
  "e_lumo_ev": [-12.277, -15.146],
  "gap_ev": [5.986, 3.117],
  "multiplicity": 5,
  "homo_ev": [-18.2639, -18.2631],
  "total_charge": 4,
  "elements": ["Ru", "C", "O", "C", "N", "C", "C", "C", "C", "C", "C", "C", "C", "C", "C", "C", "C", "N", "C", "N", "C", "C", "O", "C", "C", "C", "C", "C", "C", "H", "H", "H", "H", "H", "H", "H", "H", "H", "H", "H", "H", "H", "H", "H", "H", "H", "H", "H", "O", "S", "C", "C", "C", "C", "H", "H", "H", "H", "H", "H", "H", "H", "C", "N", "C", "C", "C", "O", "H", "H", "H", "H", "H", "H", "H", "H", "H"],
  "xyz": [[-0.017, -0.353, -0.824], [-4.099, -2.090, -1.313], [-3.162, -2.511, -2.334], [-2.045, -1.900, -2.125], [-1.999, -1.010, -1.158], [-3.394, -0.866, -0.663], [-3.675, -0.814, 0.818], [-2.695, -1.080, 1.833], [-3.053, -1.064, 3.160], [-4.377, -0.791, 3.520], [-5.352, -0.513, 2.518], [-5.000, -0.533, 1.192], [-0.871, -2.090, -2.988], [-0.810, -2.730, -4.214], [0.372, -2.621, -4.950], [1.454, -1.905, -4.443], [1.315, -1.317, -3.196], [0.178, -1.419, -2.499], [2.299, -0.496, -2.475], [1.969, 0.097, -1.360], [3.166, 0.789, -0.842], [4.220, 0.495, -1.950], [3.507, -0.364, -2.899], [3.012, 2.273, -0.591], [4.068, 2.938, 0.034], [4.024, 4.312, 0.203], [2.911, 5.028, -0.222], [1.866, 4.370, -0.860], [1.908, 2.994, -1.030], [-4.216, -2.920, -0.615], [-5.055, -1.877, -1.782], [-3.775, 0.064, -1.106], [-1.685, -1.353, 1.555], [-2.322, -1.282, 3.927], [-4.664, -0.796, 4.565], [-6.372, -0.287, 2.804], [-5.751, -0.336, 0.436], [-1.660, -3.283, -4.593], [0.446, -3.081, -5.928], [2.375, -1.790, -5.001], [3.437, 0.319, 0.108], [5.101, -0.043, -1.610], [4.530, 1.395, -2.476], [4.933, 2.384, 0.383], [4.851, 4.828, 0.670], [2.851, 6.094, -0.051], [1.039, 4.950, -1.251], [1.105, 2.478, -1.545], [-0.514, 1.365, 0.308], [-1.715, 2.162, 0.847], [-1.661, 3.763, -0.050], [-1.387, 4.843, 0.992], [-0.497, 4.211, 2.058], [-1.165, 2.896, 2.427], [-2.609, 3.894, -0.571], [-0.852, 3.651, -0.774], [-2.321, 5.194, 1.433], [-0.911, 5.708, 0.531], [-0.417, 4.849, 2.938], [0.512, 4.040, 1.679], [-2.089, 3.056, 2.989], [-0.530, 2.183, 2.951], [0.483, -3.232, 2.990], [1.463, -3.589, 1.968], [2.381, -4.702, 2.225], [1.461, -2.904, 0.840], [2.400, -3.274, -0.268], [0.648, -1.935, 0.700], [0.652, -3.816, 3.886], [-0.530, -3.429, 2.632], [0.557, -2.172, 3.235], [2.227, -5.078, 3.230], [3.423, -4.392, 2.144], [2.218, -5.532, 1.537], [3.021, -4.136, -0.055], [3.053, -2.428, -0.489], [1.813, -3.488, -1.164]]
}

{
  "formula": "C31H36N7OPt",
  "method": "ωB97M-V/def2-TZVPD",
  "e_lumo_ev": -2.973,
  "gap_ev": 6.572,
  "multiplicity": 1,
  "homo_ev": -9.5447,
  "total_charge": 1,
  "relative_energy_kj_mol": 0.0,
  "elements": ["Pt", "C", "N", "C", "C", "C", "C", "C", "C", "C", "N", "C", "C", "C", "C", "C", "C", "N", "C", "C", "H", "H", "H", "H", "H", "H", "H", "H", "H", "H", "H", "H", "H", "H", "H", "H", "H", "H", "H", "H", "C", "N", "C", "C", "O", "H", "H", "H", "H", "H", "H", "H", "N", "C", "C", "C", "C", "C", "C", "N", "C", "C", "C", "C", "N", "C", "C", "H", "H", "H", "H", "H", "H", "H", "H", "H"],
  "xyz": [[-0.115, -0.821, 1.686], [-2.791, -1.891, 2.356], [-2.183, -0.673, 1.765], [-2.725, -0.469, 0.394], [-2.484, 0.509, 2.609], [-3.788, 0.802, 2.962], [-4.062, 1.870, 3.801], [-3.005, 2.618, 4.296], [-1.698, 2.343, 3.932], [-1.408, 1.301, 3.041], [-0.161, 0.923, 2.576], [1.046, 1.585, 2.618], [1.261, 2.935, 2.934], [2.534, 3.478, 2.897], [3.635, 2.712, 2.545], [3.437, 1.386, 2.191], [2.168, 0.841, 2.207], [1.946, -0.560, 1.771], [2.550, -0.795, 0.436], [2.558, -1.490, 2.757], [-3.878, -1.809, 2.379], [-2.419, -2.019, 3.370], [-2.520, -2.752, 1.749], [-3.803, -0.308, 0.443], [-2.518, -1.353, -0.206], [-2.235, 0.388, -0.061], [-4.604, 0.192, 2.595], [-5.081, 2.095, 4.081], [-3.195, 3.426, 4.990], [-0.902, 2.912, 4.382], [0.430, 3.579, 3.164], [2.662, 4.524, 3.144], [4.628, 3.139, 2.531], [4.287, 0.784, 1.896], [3.627, -0.630, 0.462], [2.085, -0.124, -0.284], [2.364, -1.826, 0.144], [3.634, -1.314, 2.816], [2.378, -2.516, 2.440], [2.110, -1.319, 3.732], [1.522, 3.240, -2.771], [0.870, 2.283, -1.899], [0.685, 2.670, -0.513], [0.430, 1.103, -2.355], [-0.136, 0.245, -1.686], [0.957, 4.173, -2.804], [1.589, 2.836, -3.780], [2.529, 3.457, -2.412], [0.109, 3.596, -0.458], [1.649, 2.832, -0.027], [0.146, 1.881, 0.007], [0.631, 0.959, -3.428], [-0.101, -6.676, -2.524], [-0.039, -8.041, -2.711], [-0.092, -8.836, -3.854], [0.004, -10.196, -3.656], [0.149, -10.752, -2.370], [0.200, -9.959, -1.246], [0.103, -8.576, -1.425], [0.123, -7.562, -0.488], [-0.001, -6.460, -1.174], [-0.025, -5.136, -0.553], [-0.112, -3.949, -1.274], [-0.132, -2.740, -0.605], [-0.074, -2.664, 0.733], [0.011, -3.809, 1.435], [0.041, -5.047, 0.838], [-0.216, -5.986, -3.244], [-0.203, -8.416, -4.844], [-0.032, -10.858, -4.511], [0.220, -11.826, -2.270], [0.310, -10.379, -0.256], [-0.164, -3.936, -2.354], [-0.189, -1.795, -1.133], [0.049, -3.704, 2.511], [0.109, -5.949, 1.429]]
}

{
  "formula": "C31H37AuPSb2",
  "method": "ωB97M-V/def2-TZVPD",
  "e_lumo_ev": -2.997,
  "gap_ev": 7.567,
  "multiplicity": 1,
  "homo_ev": -10.5639,
  "total_charge": 1,
  "relative_energy_kj_mol": 0.0,
  "elements": ["Au", "C", "Sb", "C", "C", "C", "C", "C", "C", "C", "C", "C", "Sb", "C", "C", "H", "H", "H", "H", "H", "H", "H", "H", "H", "H", "H", "H", "H", "H", "H", "H", "H", "H", "H", "H", "C", "C", "C", "C", "C", "C", "P", "C", "C", "C", "C", "C", "C", "C", "C", "C", "C", "C", "C", "H", "H", "H", "H", "H", "H", "H", "H", "H", "H", "H", "H", "H", "H", "C", "H", "H", "H"],
  "xyz": [[0.454, 1.282, -0.576], [0.188, 2.435, 3.076], [-0.122, 0.677, 1.927], [-2.023, 0.125, 2.666], [1.162, -0.725, 2.948], [2.459, -0.104, 3.385], [2.488, 0.523, 4.631], [3.629, 1.136, 5.119], [4.788, 1.117, 4.360], [4.781, 0.483, 3.130], [3.635, -0.132, 2.622], [3.745, -0.794, 1.275], [2.928, 0.391, -0.314], [3.928, -0.260, -2.065], [4.045, 2.168, 0.034], [1.246, 2.686, 3.102], [-0.173, 2.277, 4.091], [-0.369, 3.248, 2.613], [-1.925, 0.027, 3.747], [-2.327, -0.823, 2.228], [-2.751, 0.897, 2.428], [1.274, -1.610, 2.323], [0.578, -1.008, 3.825], [1.588, 0.521, 5.236], [3.614, 1.612, 6.090], [5.696, 1.577, 4.728], [5.694, 0.448, 2.546], [3.283, -1.781, 1.250], [4.794, -0.911, 1.001], [4.988, -0.357, -1.835], [3.783, 0.506, -2.824], [3.534, -1.206, -2.427], [5.106, 1.982, -0.131], [3.898, 2.496, 1.062], [3.703, 2.947, -0.644], [-5.639, -3.622, -1.138], [-4.707, -3.573, -2.163], [-3.569, -2.788, -2.038], [-3.348, -2.048, -0.878], [-4.289, -2.112, 0.152], [-5.431, -2.886, 0.021], [-1.867, -1.012, -0.618], [-0.869, -1.388, -2.098], [0.037, -2.446, -1.999], [0.802, -2.825, -3.092], [0.677, -2.140, -4.295], [-0.220, -1.085, -4.401], [-0.990, -0.712, -3.308], [-2.461, 0.695, -0.909], [-3.808, 0.989, -1.124], [-4.243, 2.302, -1.228], [-3.333, 3.342, -1.129], [-1.986, 3.069, -0.930], [-1.549, 1.758, -0.801], [-6.527, -4.233, -1.240], [-4.866, -4.144, -3.068], [-2.853, -2.756, -2.849], [-4.137, -1.545, 1.064], [-6.153, -2.922, 0.825], [0.128, -2.986, -1.061], [1.487, -3.659, -3.011], [1.270, -2.434, -5.150], [-0.326, -0.556, -5.339], [-1.694, 0.108, -3.398], [-4.522, 0.181, -1.217], [-5.291, 2.510, -1.398], [-3.668, 4.368, -1.216], [-1.279, 3.888, -0.869], [0.913, 2.096, -2.445], [1.813, 2.704, -2.339], [0.089, 2.717, -2.784], [1.088, 1.294, -3.159]]
}

{
  "formula": "C31H37BrSSi",
  "method": "ωB97M-V/def2-TZVPD",
  "e_lumo_ev": 0.346,
  "gap_ev": 9.606,
  "multiplicity": 1,
  "homo_ev": -9.2605,
  "total_charge": 0,
  "smiles": "C#CC[Si@](C)(S)[C@H](Br)CC.c1ccccc1.c1ccccc1.c1ccccc1.c1ccccc1",
  "elements": ["C", "C", "C", "Si", "C", "S", "C", "Br", "C", "C", "H", "H", "H", "H", "H", "H", "H", "H", "H", "H", "H", "H", "H", "C", "C", "C", "C", "C", "C", "H", "H", "H", "H", "H", "H", "C", "C", "C", "C", "C", "C", "H", "H", "H", "H", "H", "H", "C", "C", "C", "C", "C", "C", "H", "H", "H", "H", "H", "H", "C", "C", "C", "C", "C", "C", "H", "H", "H", "H", "H", "H"],
  "xyz": [[-0.431, -0.157, -2.519], [-1.688, 0.085, -2.864], [-3.184, 0.638, -3.012], [-3.275, 2.584, -3.160], [-4.951, 3.083, -2.360], [-3.470, 3.023, -5.289], [-1.726, 3.368, -2.346], [-2.175, 4.795, -0.976], [-0.684, 4.064, -3.368], [-0.085, 3.087, -4.508], [0.669, -0.297, -2.178], [-3.743, 0.397, -2.013], [-3.749, 0.102, -3.857], [-4.863, 3.702, -1.396], [-5.624, 3.587, -3.170], [-5.519, 2.105, -2.058], [-4.523, 2.185, -5.686], [-1.120, 2.569, -1.754], [0.226, 4.407, -2.720], [-1.146, 5.042, -3.781], [-0.386, 1.983, -4.414], [-0.434, 3.512, -5.538], [1.078, 3.115, -4.539], [3.033, 1.499, -1.367], [2.107, 2.014, -0.464], [2.411, 2.065, 0.893], [3.641, 1.597, 1.349], [4.563, 1.073, 0.447], [4.261, 1.025, -0.911], [2.797, 1.465, -2.427], [1.147, 2.377, -0.819], [1.690, 2.470, 1.597], [3.880, 1.639, 2.407], [5.520, 0.702, 0.802], [4.981, 0.619, -1.615], [4.005, -2.421, 2.206], [3.742, -2.175, 0.861], [3.958, -3.173, -0.085], [4.441, -4.417, 0.313], [4.712, -4.660, 1.656], [4.493, -3.664, 2.603], [3.830, -1.645, 2.944], [3.369, -1.205, 0.551], [3.750, -2.981, -1.133], [4.607, -5.196, -0.425], [5.094, -5.628, 1.966], [4.703, -3.854, 3.651], [-4.771, -2.758, -1.929], [-5.648, -2.259, -2.889], [-7.017, -2.239, -2.639], [-7.511, -2.722, -1.430], [-6.635, -3.230, -0.474], [-5.265, -3.246, -0.722], [-3.703, -2.768, -2.121], [-5.263, -1.885, -3.833], [-7.700, -1.847, -3.386], [-8.578, -2.704, -1.233], [-7.021, -3.612, 0.467], [-4.583, -3.640, 0.024], [2.923, 1.219, 6.240], [2.445, 0.319, 5.292], [2.331, -1.032, 5.608], [2.699, -1.484, 6.873], [3.186, -0.585, 7.819], [3.296, 0.766, 7.503], [3.005, 2.273, 5.995], [2.161, 0.670, 4.305], [1.956, -1.733, 4.870], [2.608, -2.537, 7.121], [3.478, -0.938, 8.803], [3.673, 1.467, 8.241]]
}

| no. | calculated total energy (Ha) |
| --- | --- |
| 1 | -2214.45223 |
| 2 | -1780.62275 |
| 3 | -2160.74757 |
| 4 | -4465.02842 |